a | A structure of composition C37H39FI2N8O7Sc. Source: the OMol25 dataset; level of theory: ωB97M-V/def2-TZVPD.

ORCA input file:
```
! wB97M-V def2-TZVPD RIJCOSX def2/J DEFGRID3
* xyz 1 1
I 2.7934 3.8906 5.6131
I -1.7841 4.3574 1.8151
Sc -0.0863 -0.1510 -0.1101
F -4.6957 4.5096 -2.4204
O 1.4262 0.4196 -1.4232
O -0.1714 -1.5557 1.5582
O -2.6062 -0.6289 0.5938
O -1.2152 1.0955 -1.5618
O 0.0054 -2.1481 -3.7548
O 2.1509 -0.2126 -3.4391
O -0.4070 1.6554 0.7740
N -5.2204 7.3369 -6.3755
N -4.1741 5.6155 -4.9089
N -2.0401 -1.1133 -0.4618
N 1.7263 0.3327 1.5471
N -0.8722 -3.6694 1.4686
N 1.4589 -2.4092 -0.5747
N -0.2721 2.7135 -5.1677
N -0.7075 -1.6325 -2.6742
C 3.2981 1.1510 3.7008
C 0.1202 3.2499 -6.4729
C -3.9810 6.9276 -4.2974
C -1.5407 -2.2928 3.3675
C -4.1916 -1.7831 -1.3943
C -3.6344 4.0207 -3.1021
C 0.2351 2.1376 1.7843
C -2.8470 3.0544 -2.5481
C -1.9066 -2.0770 -2.5956
C 3.7214 -3.1810 -0.7037
C 2.1703 1.9194 3.3378
C 2.7381 -2.2166 -0.8883
C -1.4042 3.1621 -4.5074
C -0.1154 3.2946 2.4549
C -2.7028 -1.6481 -1.4384
C 0.3556 1.3201 -3.3114
C 2.7730 -0.3590 1.9220
C 3.3615 -4.3990 -0.1592
C 3.5966 0.0178 2.9997
C 1.1043 -3.6086 -0.0907
C 1.3992 0.4226 -2.7005
C -6.2819 6.5231 -5.6949
C -5.5980 5.3141 -5.0358
C 0.8346 4.5868 -6.3642
C 1.7466 3.1119 3.9864
C 0.6333 3.7736 3.5450
C 0.5579 1.8407 -4.5471
C -0.8570 1.6165 -2.6198
C 1.4126 1.4541 2.2447
C -0.3727 -3.8571 0.1084
C -2.2462 4.1453 -5.0550
C -3.3559 4.5729 -4.3581
C -4.3010 7.9806 -5.3671
C -0.8285 -2.4699 2.0621
C -1.7212 2.6202 -3.2541
C -2.5245 -3.0178 -3.5864
C 2.0252 -4.6175 0.1438
H 2.9898 -1.2621 1.3667
H 2.9755 -1.2459 -1.3019
H 0.3140 4.6820 4.0370
H -3.1590 -3.7421 -3.0760
H -0.7669 3.3091 -7.1044
H 1.7500 4.4870 -5.7817
H -5.6284 8.0384 -6.9914
H -6.0876 5.1253 -4.0766
H -4.6375 -1.6771 -2.3832
H 1.1020 4.9496 -7.3566
H -5.7070 4.4245 -5.6563
H 1.4424 1.5538 -5.1026
H -1.6778 -1.2281 3.5315
H 0.2131 5.3393 -5.8784
H -2.0490 4.5886 -6.0198
H 3.9123 1.4676 4.5330
H -3.1624 -2.4660 -4.2811
H 1.6909 -5.5685 0.5380
H -2.9478 7.0339 -3.9751
H 4.7432 -2.9660 -0.9827
H 4.0989 -5.1730 0.0092
H -0.6074 -4.8826 -0.1753
H -3.0468 2.6394 -1.5675
H -4.6515 6.6983 -6.9355
H 0.8591 -1.6815 -3.7059
H -0.9371 -2.7106 4.1749
H -1.4351 -4.3917 1.8837
H -4.6160 7.0656 -3.4138
H 4.4507 -0.5925 3.2571
H -0.9068 -3.1872 -0.5596
H -7.0206 6.2319 -6.4378
H -4.8164 8.8519 -4.9680
H -4.5855 -1.0138 -0.7302
H 0.7703 2.5077 -6.9333
H -1.7651 -3.5358 -4.1642
H -2.5104 -2.7877 3.3606
H -6.7533 7.1857 -4.9712
H -4.5126 -2.7492 -0.9932
H -3.4174 8.3028 -5.9144
*
```

Results
- HOMO (eV) = -8.50
- frontier orbital gap (eV) = 5.3580



b | A structure of composition C37H39FI2N8O7Sc. Source: the OMol25 dataset; level of theory: ωB97M-V/def2-TZVPD.

ORCA input file:
```
! wB97M-V def2-TZVPD RIJCOSX def2/J DEFGRID3
* xyz 1 1
I 1.3832 -0.2484 -7.1123
I -3.0365 -4.0466 -8.2830
Sc -0.1222 -0.3886 -2.1576
F 0.4278 -0.3348 4.7092
O -0.0272 -0.4872 -4.1797
O 0.9582 3.7471 -2.6032
O 2.0258 -0.7607 -2.0816
O -0.4934 -2.4067 -0.0201
O 0.1245 1.6769 -2.5247
O -2.6193 1.7313 -2.2445
O 0.5060 0.3633 -0.1502
N 1.0622 2.1127 5.9147
N -1.2182 -1.4880 -0.5468
N 1.2849 4.0227 1.4537
N 0.3875 -3.2186 -2.9129
N -2.1121 0.6460 -1.5631
N 3.1191 -2.5014 -2.9945
N -2.2103 -1.6651 -3.3950
N 0.8649 2.1504 8.7260
C 0.8669 2.6820 -0.5082
C 1.2099 3.0495 3.6917
C -2.0904 -2.8030 -6.9091
C -0.2692 -1.2799 -6.4021
C 0.8302 -4.4555 -4.9108
C 0.6832 2.7161 -2.0169
C -1.8565 -1.8532 -4.6880
C 1.1175 -3.4406 -4.0094
C 0.7185 1.5047 0.2786
C 0.6177 0.5694 2.5468
C 0.6851 0.7195 3.9002
C -0.9811 -2.1087 -7.2974
C 0.9933 1.9484 4.4963
C 1.6669 5.3397 1.9692
C -0.2456 -5.2910 -4.6513
C 3.1502 5.4362 2.2794
C -4.2396 0.6448 -0.3600
C -0.6040 -4.0626 -2.6416
C -2.5790 -2.6707 -5.5767
C 2.3044 -2.5297 -4.1982
C -2.8789 0.1183 -0.6841
C -3.3003 -2.2490 -2.9633
C -2.3167 -1.0494 0.0001
C 3.6733 -1.8293 -0.7342
C 1.1116 2.9362 2.2951
C 2.0987 1.6198 8.0356
C 0.1556 3.1862 7.8891
C 0.8322 1.6847 1.7325
C -0.6596 -1.1579 -5.0852
C -0.1622 2.5835 6.5344
C 1.6814 1.0582 6.6922
C 1.1584 3.8554 0.1180
C -0.9604 -5.1085 -3.4808
C -2.8791 -1.6112 1.2662
C 2.8766 -1.6564 -1.9945
C -3.7352 -3.2965 -5.0665
C -4.1020 -3.0777 -3.7687
H 0.2255 1.3705 8.9001
H -1.8347 2.0292 -2.7409
H 3.7968 -3.2299 -2.8426
H 0.8459 4.0234 7.7993
H 1.4379 -4.5796 -5.7972
H 1.1085 2.5389 9.6374
H 2.7772 2.4646 7.9302
H -0.7357 3.4914 8.4344
H -4.8545 -0.1283 0.0961
H 1.4769 3.9803 4.1690
H -0.6201 3.3512 5.9123
H 3.3895 6.4276 2.6624
H -0.6197 -2.1919 -8.3134
H -0.9058 1.7762 6.6514
H -4.1673 1.4778 0.3431
H 3.4584 4.6998 3.0219
H 1.9707 -1.5097 -4.3925
H 1.3013 4.7360 -0.4966
H -0.5058 -6.0803 -5.3446
H 1.3870 6.0633 1.2054
H 3.1995 -2.6172 -0.1459
H 1.0225 0.1916 6.8494
H -4.7260 1.0210 -1.2580
H -3.5621 -2.0864 -1.9244
H -4.3219 -3.9372 -5.7112
H -1.7881 -5.7519 -3.2177
H -3.7958 -2.1849 1.1041
H -1.1266 -3.8715 -1.7128
H -2.1356 -2.2829 1.6941
H -3.1167 -0.8279 1.9898
H 3.6321 -0.9024 -0.1700
H 0.3775 -0.3814 2.0843
H 3.7408 5.2687 1.3794
H 4.7080 -2.1092 -0.9268
H 1.0504 5.5650 2.8412
H 2.5681 0.6904 6.1763
H 2.5333 0.8656 8.6892
H -4.9885 -3.5338 -3.3516
H 2.9204 -2.8520 -5.0368
*
```

Results
- HOMO (eV) = -8.54
- frontier orbital gap (eV) = 5.2422



Most favorable structure: b. The second most favorable one is 0.0079 hartree above it.



a | A cluster of 2 separate species, C3H7NS3 in total. Source: the OMol25 dataset; level of theory: ωB97M-V/def2-TZVPD.

ORCA input file:
```
! wB97M-V def2-TZVPD RIJCOSX def2/J DEFGRID3
* xyz 0 1
S -0.0875 1.8213 -1.0073
S 0.8868 -0.8333 1.0429
S 2.1528 1.4594 3.1313
N 0.4868 0.7292 1.1974
C 0.8323 0.7676 -2.1262
C -0.7559 -1.5663 0.8792
C 1.1133 1.6634 1.8689
H -1.2910 -1.7105 1.8883
H 0.7548 2.5721 1.5356
H -0.7886 -2.5108 0.3212
H -1.5159 -1.0784 0.1671
H 1.5874 0.2673 -1.5741
H 0.2995 -0.0534 -2.5960
H 1.1226 1.2697 -2.9490
*
```

Results
- HOMO (alpha / beta) (eV) = -8.56 / -8.69
- frontier orbital gap (alpha / beta) (eV) = 6.3999 / 7.1412



b | The molecule C3H7NS3. Source: the OMol25 dataset; level of theory: ωB97M-V/def2-TZVPD.

ORCA input file:
```
! wB97M-V def2-TZVPD RIJCOSX def2/J DEFGRID3
* xyz 0 1
S 0.1440 2.3516 -0.3206
S 1.8854 -0.9431 -0.8959
S -2.4874 -0.9339 -0.5089
N -0.5335 0.8426 0.0361
C 0.7609 -1.2774 0.5242
C 0.1115 -0.0119 1.0251
C -1.6488 0.4447 -0.6393
H -0.6636 -0.2111 1.7493
H 0.9393 -0.3167 -1.6191
H 1.4214 -1.7010 1.3512
H 1.1399 1.9430 -1.0594
H -1.9022 1.2200 -1.3865
H 0.8551 0.5856 1.4763
H -0.0219 -1.9925 0.2676
*
```

Results
- SMILES string = S=CN(S)CCS
- HOMO (eV) = -8.78
- frontier orbital gap (eV) = 9.1507



Most favorable structure: b. The second most favorable one is 0.1067 hartree above it.



a | A structure of composition C3H10O4. Source: the OMol25 dataset; level of theory: ωB97M-V/def2-TZVPD.

ORCA input file:
```
! wB97M-V def2-TZVPD RIJCOSX def2/J DEFGRID3
* xyz 0 1
O 1.1357 -1.6336 -0.7426
O 0.4340 0.2621 -1.6567
O 2.2711 -2.3923 -0.5497
O 0.3662 1.2154 -2.6810
C -0.8928 0.5472 0.5285
C -0.7746 -0.8237 1.0084
C -0.2317 1.6532 1.3131
H -1.6590 -1.4372 0.8439
H 0.1003 -1.3861 0.3734
H 2.1881 -3.1067 -1.2026
H -1.8597 0.8145 0.0985
H -0.8147 1.8848 2.2114
H -0.1449 2.5657 0.7217
H 0.7712 1.3596 1.6280
H -0.1924 0.5641 -0.6299
H -0.2625 0.8170 -3.3075
H -0.4342 -0.9042 2.0430
*
```

Results
- HOMO (alpha / beta) (eV) = -9.68 / -8.43
- frontier orbital gap (alpha / beta) (eV) = 8.7885 / 7.4180



b | A cluster of 3 separate species, C3H10O4 in total. Source: the OMol25 dataset; level of theory: ωB97M-V/def2-TZVPD.

ORCA input file:
```
! wB97M-V def2-TZVPD RIJCOSX def2/J DEFGRID3
* xyz 0 1
O -3.0112 2.6316 2.8308
O 2.5705 -0.4801 -4.3336
O -0.5162 0.0171 1.6178
O -0.2477 0.9723 -0.3581
C 0.2116 -1.3347 -0.2984
C 1.2529 -2.2135 0.3986
C -0.1764 -0.1148 0.4745
H 1.7355 -0.2414 -3.9242
H -2.7868 2.8689 3.7340
H -0.7509 1.6764 0.0674
H 0.4984 -1.0168 -1.2983
H 2.9461 0.3284 -4.6903
H 2.2054 -1.8084 0.0742
H -0.7525 -1.8264 -0.4784
H 1.1356 -2.2906 1.4678
H 1.1046 -3.2447 0.1050
H -3.6104 1.9048 2.9613
*
```

Results
- SMILES string = CCC(=O)O.O.O
- HOMO (eV) = -10.43
- frontier orbital gap (eV) = 11.0506



Most favorable structure: b. The second most favorable one is 0.3733 hartree above it.



a | A cluster of 6 separate species, C5H20NO6 in total. Source: the OMol25 dataset; level of theory: ωB97M-V/def2-TZVPD.

ORCA input file:
```
! wB97M-V def2-TZVPD RIJCOSX def2/J DEFGRID3
* xyz -1 1
O 2.2750 -0.3403 -0.5849
O 2.1248 1.2204 1.4294
O 0.8318 -0.4290 2.8128
O 0.2693 2.8744 2.3046
O 1.2327 -2.7752 1.6085
O -3.9125 -0.3949 -2.3869
N -2.2384 0.8082 0.8943
C 1.9693 -0.2126 -1.9582
C -0.5689 -0.9831 -1.9348
C -1.3209 -0.7358 -0.6543
C 0.5239 0.0299 -2.3838
C -1.5980 0.5363 -0.3429
H 0.4441 0.0389 -3.4866
H 1.9230 0.4253 -0.0498
H -2.5791 1.7423 1.0483
H -1.4901 -1.5166 0.0731
H -3.5216 -0.0225 -1.5811
H 2.9682 1.3401 1.8688
H 1.2330 -2.0203 2.2570
H -3.6874 -1.3297 -2.3718
H 1.1017 2.5633 1.8269
H -1.3398 1.4124 -0.9216
H 1.6085 -2.3405 0.8323
H -0.0031 -1.9278 -1.7685
H 2.6111 0.6042 -2.3668
H -1.7837 0.4114 1.7139
H -0.3357 2.2137 1.9339
H 1.3324 0.1776 2.1129
H 1.2631 0.0240 3.5507
H 2.3647 -1.1335 -2.4049
H 0.2993 1.0670 -2.2498
H -1.2060 -1.2563 -2.7725
*
```

Results
- HOMO (eV) = -5.40
- frontier orbital gap (eV) = 8.7167



b | A cluster of 5 separate species, C5H20NO6 in total. Source: the OMol25 dataset; level of theory: ωB97M-V/def2-TZVPD.

ORCA input file:
```
! wB97M-V def2-TZVPD RIJCOSX def2/J DEFGRID3
* xyz -1 1
O -0.8381 2.7660 1.6693
O 0.3654 -1.4069 -2.5930
O 0.1326 3.2547 -0.9976
O -2.0873 -1.9712 0.2691
O 0.8512 -3.2557 -1.0650
O -1.2033 -1.1549 3.2933
N 0.4379 0.6188 -1.2829
C 0.5705 0.8300 1.2724
C -0.9147 1.3806 1.3215
C 0.8730 0.0123 -0.0090
C 2.3483 -0.3593 0.0093
C -0.3356 -0.3452 -2.1391
H -1.4820 -0.3536 2.8139
H 0.6356 -2.3178 -1.6771
H 2.9767 0.5336 0.0833
H -1.5681 -1.4770 -0.3769
H -1.4737 -2.6994 0.4385
H 1.2043 1.7287 1.2189
H -0.7494 -1.7374 2.7119
H 0.6280 3.6537 -1.7189
H -1.5473 0.9743 2.0913
H 2.6940 -0.7958 0.9652
H -1.1266 -0.7480 -1.5048
H -1.3674 1.1982 0.3485
H -0.7168 0.3564 -2.9030
H -0.2515 3.1835 1.0380
H 2.5325 -1.0703 -0.8021
H 0.7909 0.3087 2.2008
H 1.6253 -2.9576 -0.5693
H 1.3061 0.8845 -1.7412
H 0.2843 -0.9018 0.1090
H 0.0149 2.2911 -1.2955
*
```

Results
- HOMO (eV) = -4.93
- frontier orbital gap (eV) = 8.0902



Most favorable structure: a. The second most favorable one is 0.0167 hartree above it.